Molecular formula: C2H4N11
Method: DFT, ωB97M-V with the def2-TZVPD basis set

Geometry as XYZ:
```
17
C2H4N11 ωB97M-V with the def2-TZVPD basis set
N -0.14 -2.85 -1.02
N -0.82 -3.36 -2.05
N 1.02 1.90 1.34
N 1.34 3.88 0.82
N -1.57 -2.51 -2.63
N 0.45 -0.70 1.05
N 0.57 3.38 -0.16
N 1.61 3.08 1.73
N -0.03 -0.64 -0.20
N 0.06 -1.70 1.78
N -1.61 -1.38 -1.82
C 0.35 2.11 0.16
C -0.55 -1.63 -0.93
H 0.49 -1.50 2.72
H -2.05 -0.51 -2.22
H 1.24 0.95 1.70
H -0.36 1.46 -0.27
```

The HOMO-LUMO gap is 8.34 eV. Its spin multiplicity is 1. The charge is -1. For the total energy, the calculation gives -680.8469 hartree.